No. 1
Formula: C23H29CuN9O5S
Source: OMol25
Level of theory: wB97M-V/def2-TZVPD

Values from the calculation:
Total energy: -103449.683 eV
Strongest force on any atom: 0.0093 Eh/bohr
Relative energy (zero: lowest compared OMol25 entry of this formula, charge and spin): 0.000 eV
Gap between HOMO and LUMO: 0.261 hartree
E_LUMO: 2.271 eV
Net charge: -1
E_HOMO: -4.84 eV

Structure (XYZ):
```
68
Properties=species:S:1:pos:R:3:nbo_charge:R:1
Cu -1.212 0.277 -0.390 0.88
C 3.577 0.210 -0.398 -0.40
N 2.457 1.041 -0.798 -0.45
C 2.028 0.959 -2.187 -0.41
C 1.540 1.498 0.092 0.84
O 0.390 1.786 -0.246 -0.74
N 1.946 1.643 1.409 -0.47
C 3.193 2.320 1.709 -0.40
C 0.873 1.886 2.355 -0.41
H 3.508 -0.751 -0.908 0.21
H 3.528 0.011 0.668 0.22
H 4.538 0.676 -0.641 0.17
H 2.659 0.236 -2.701 0.20
H 2.120 1.924 -2.690 0.19
H 0.993 0.629 -2.254 0.24
H 3.777 2.462 0.803 0.21
H 3.797 1.756 2.426 0.19
H 2.990 3.309 2.137 0.18
H 0.046 1.207 2.151 0.24
H 0.500 2.916 2.301 0.18
H 1.251 1.696 3.362 0.19
O -1.220 -1.024 -1.974 -0.60
N -1.088 -0.544 -3.143 0.04
C -1.248 -1.388 -4.147 -0.23
C -1.089 -0.877 -5.469 0.30
N -0.964 -0.475 -6.541 -0.38
C -1.541 -2.776 -3.957 0.29
N -1.784 -3.893 -3.822 -0.36
C 1.568 -2.151 3.647 -0.62
C 1.672 -3.144 2.495 -0.36
C 0.420 -3.178 1.604 -0.28
C 0.638 -4.152 0.429 -0.36
C -0.571 -4.277 -0.489 -0.63
C -0.737 -3.696 2.429 0.72
O -0.718 -4.775 2.990 -0.62
N -1.819 -2.872 2.512 -0.66
C -1.961 -1.607 1.923 0.80
O -3.028 -1.029 2.145 -0.69
N -0.962 -1.089 1.189 -0.80
C 0.202 -1.776 1.023 0.71
O 1.133 -1.289 0.393 -0.67
H 2.461 -2.187 4.272 0.21
H 0.709 -2.370 4.286 0.20
H 1.461 -1.130 3.272 0.21
H 1.838 -4.154 2.875 0.21
H 2.511 -2.876 1.850 0.22
H 0.901 -5.123 0.855 0.21
H 1.497 -3.778 -0.130 0.22
H -1.425 -4.714 0.035 0.20
H -0.347 -4.922 -1.339 0.22
H -0.876 -3.309 -0.893 0.24
H -2.616 -3.193 3.041 0.42
N -3.416 1.709 1.731 -0.81
C -3.025 2.451 0.688 0.32
N -2.482 1.985 -0.395 -0.62
C -2.206 3.008 -1.293 0.23
C -1.629 2.834 -2.546 -0.24
C -1.413 3.946 -3.340 -0.21
C -1.759 5.227 -2.904 -0.24
C -2.335 5.411 -1.657 -0.21
C -2.554 4.293 -0.868 -0.25
S -3.258 4.200 0.726 0.29
H -3.186 0.706 1.779 0.46
H -3.742 2.165 2.562 0.39
H -1.352 1.839 -2.875 0.26
H -0.968 3.816 -4.318 0.21
H -1.578 6.082 -3.542 0.20
H -2.610 6.399 -1.311 0.21
```

---

No. 2
Formula: C23H29GeO3Pd
Source: OMol25
Level of theory: wB97M-V/def2-TZVPD

Values from the calculation:
Total energy: -90457.181 eV
Multiplicity: 2
Strongest force on any atom: 0.0193 Eh/bohr
Gap between HOMO and LUMO (spin up / spin down): 0.257 / 0.288 hartree
E_LUMO (spin up / spin down): 0.587 / 0.177 eV
Net charge: 0
E_HOMO (spin up / spin down): -6.41 / -7.67 eV

Structure (XYZ):
```
57
Properties=species:S:1:pos:R:3:nbo_charge:R:1
Pd 0.257 -0.196 -1.327 0.30
C -0.443 -2.649 -3.690 -0.25
O 0.657 -1.970 -3.113 -0.55
C 1.743 -2.846 -2.877 -0.09
C 2.887 -2.087 -2.249 -0.08
O 2.532 -1.374 -1.083 -0.53
C 2.574 -2.060 0.158 -0.08
C 1.477 -3.074 0.388 -0.09
O 0.239 -2.520 0.017 -0.56
C -0.863 -3.254 0.522 -0.25
H -0.156 -3.143 -4.623 0.17
H -0.835 -3.398 -2.996 0.17
H -1.212 -1.911 -3.899 0.20
H 1.411 -3.681 -2.251 0.17
H 2.098 -3.261 -3.827 0.18
H 3.706 -2.786 -2.047 0.18
H 3.239 -1.337 -2.956 0.20
H 3.539 -2.565 0.281 0.17
H 2.494 -1.274 0.908 0.21
H 1.655 -4.007 -0.163 0.16
H 1.485 -3.322 1.456 0.18
H -0.870 -3.241 1.616 0.18
H -1.768 -2.773 0.163 0.21
H -0.833 -4.294 0.177 0.16
C 2.727 2.370 0.530 -1.07
Ge 1.005 1.636 -0.043 0.99
C -0.081 3.231 -0.524 -0.44
C -0.203 4.334 0.327 -0.15
C -0.980 5.434 -0.016 -0.24
C -1.658 5.454 -1.228 -0.22
C -1.553 4.371 -2.089 -0.22
C -0.772 3.274 -1.737 -0.21
C 0.163 0.994 1.651 -0.39
C 0.811 1.056 2.857 -0.24
C 0.220 0.581 4.057 -0.21
C -1.038 0.060 4.041 -0.19
C -1.757 -0.041 2.819 -0.08
C -3.073 -0.580 2.781 -0.19
C -3.753 -0.693 1.603 -0.22
C -3.133 -0.299 0.394 -0.22
C -1.873 0.221 0.409 -0.19
C -1.144 0.398 1.620 0.01
H 2.550 3.144 1.281 0.22
H 3.239 2.820 -0.322 0.23
H 3.376 1.602 0.957 0.22
H 0.311 4.334 1.285 0.19
H -1.060 6.274 0.663 0.21
H -2.267 6.308 -1.497 0.21
H -2.081 4.380 -3.036 0.21
H -0.696 2.435 -2.414 0.21
H 1.801 1.499 2.911 0.21
H 0.768 0.650 4.989 0.21
H -1.508 -0.289 4.954 0.21
H -3.529 -0.898 3.712 0.21
H -4.760 -1.093 1.588 0.21
H -3.660 -0.416 -0.546 0.21
H -1.403 0.474 -0.561 0.18
```